[1]
The following is a quantum chemistry calculation of a cluster of 2 separate species, CH3N2O2S in total in a non-equilibrium geometry, from the Open Molecules 2025 dataset.

Last column: natural (NBO) charge in e.
CARTESIAN COORDINATES (ANGSTROEM)
N -0.7917 -1.2797 0.2969  -0.84
H -1.2744 0.0146 -1.4796  -0.13
N 1.2908 -1.1350 -0.2416  -0.27
O -0.7190 1.3746 0.2172  -1.02
S -1.3747 0.0590 -0.1484  2.05
O -2.8386 0.1321 0.0367  -0.99
H 2.7310 0.1241 0.3860  0.15
H 1.2405 0.8380 0.6755  0.22
C 1.7359 -0.1278 0.2573  -0.17

- E: -697.948732 Eh
- Charge: -1
- LUMO (spin up / spin down): 3.626 / 3.626 eV

=====

[2]
The following is a quantum chemistry calculation of the ion CH3N2O2S with charge -1 in a non-equilibrium geometry, from the Open Molecules 2025 dataset.

Last column: natural (NBO) charge in e.
CARTESIAN COORDINATES (ANGSTROEM)
N -1.9945 0.5205 -0.4103  -0.72
H -1.3237 1.2112 -0.2757  0.35
N 0.2878 -1.2147 -0.2569  -0.92
O 2.6423 -0.1592 0.1226  -1.02
H 1.3637 0.3684 1.6720  -0.11
H -1.7346 -1.5300 -0.5486  0.13
C -1.1913 -0.5904 -0.3712  0.23
S 1.2115 0.0481 0.2456  2.09
O 0.7387 1.3461 -0.1774  -1.03

- E: -698.040217 Eh
- Charge: -1
- LUMO: 4.073 eV
- Structure (SMILES): [H]/N=C\N=[S@@H](=O)[O-]

=====

[3]
The following is a quantum chemistry calculation of a cluster of 2 separate species, CH3N2O2S in total in a non-equilibrium geometry, from the Open Molecules 2025 dataset.

Last column: natural (NBO) charge in e.
CARTESIAN COORDINATES (ANGSTROEM)
S 0.2546 -1.6946 -0.0236  1.49
H -1.2083 1.7601 -1.2297  0.34
N -0.4026 1.0023 0.6422  -0.53
C 0.0859 0.2063 -0.4592  -0.06
O -0.0977 -1.4029 1.3945  -1.07
O 1.6535 -2.0779 -0.1632  -1.02
H 1.5149 0.8782 -0.9357  0.01
N -1.1671 0.8814 -0.6105  -0.53
H -0.6332 0.4471 1.3851  0.38

- E: -697.957686 Eh
- Charge: -1
- LUMO: 4.156 eV

=====

[4]
The following is a quantum chemistry calculation of a cluster of 2 separate species, CH3N2O4 in total in a non-equilibrium geometry, from the Open Molecules 2025 dataset.

Last column: natural (NBO) charge in e.
CARTESIAN COORDINATES (ANGSTROEM)
O 0.8080 0.4542 -2.5093  -0.50
O -1.3808 -0.1577 0.7543  -0.74
C -0.0617 0.0915 0.7695  0.74
O -0.7949 -0.7181 -1.6520  -0.57
H 1.2198 1.1031 1.6613  0.48
O 0.3148 0.8298 1.8436  -0.71
H -1.5187 -0.5782 -0.1446  0.51
N 0.1996 0.0424 -1.5239  0.61
N 0.6070 0.4409 -0.3669  -0.50
H 0.6070 -1.5080 1.1680  -0.32

- E: -450.262670 Eh
- Charge: -1
- LUMO: 4.050 eV

=====

[5]
The following is a quantum chemistry calculation of a structure of composition CH3N2S in a non-equilibrium geometry, from the Open Molecules 2025 dataset.

Last column: natural (NBO) charge in e.
CARTESIAN COORDINATES (ANGSTROEM)
H -1.1733 0.4749 -0.6383  0.41
N 1.5808 -1.1052 0.0775  -0.51
S 2.6467 0.5324 0.0562  0.73
H 1.2668 -1.7906 0.7460  0.44
N -0.6280 0.7618 0.2926  -0.70
H -0.5214 1.8130 0.2320  0.40
C 1.0198 0.0290 -0.0858  0.23

- E: -547.093077 Eh
- Charge: +1
- LUMO (spin up / spin down): -6.045 / -8.721 eV
- <S²>: 2.02
- Spin multiplicity: 3

=====

[6]
The following is a quantum chemistry calculation of a cluster of 2 separate species, CH3N3 in total in a non-equilibrium geometry, from the Open Molecules 2025 dataset.

Last column: natural (NBO) charge in e.
CARTESIAN COORDINATES (ANGSTROEM)
N 1.3025 0.0305 0.1321  0.02
H -0.5741 -1.3885 0.2553  0.48
N 2.3847 -0.0528 0.0293  0.64
H -0.2866 1.6940 -0.5460  0.48
H -1.8720 -0.1973 -0.0940  0.52
C -0.0165 0.3865 0.0471  0.32
N -0.9380 -0.4724 0.1762  -0.45

- E: -203.235663 Eh
- Charge: +2
- LUMO: -14.562 eV

=====

[7]
The following is a quantum chemistry calculation of the molecule CH3N3O in a non-equilibrium geometry, from the Open Molecules 2025 dataset.

Last column: natural (NBO) charge in e.
CARTESIAN COORDINATES (ANGSTROEM)
C -0.5551 0.1779 0.0079  -0.21
N -0.0205 -1.1607 0.0537  -0.23
H -0.5007 0.5850 -1.0075  0.21
O -2.8312 0.4827 -0.2210  -0.27
H -0.0851 0.8590 0.7244  0.21
N -1.9845 -0.0849 0.4272  0.16
H 1.0090 -1.2490 0.2700  0.31
N -0.7496 -2.0949 -0.1151  -0.19

- E: -279.224599 Eh
- Charge: 0
- LUMO: -0.083 eV

=====

[8]
The following is a quantum chemistry calculation of a cluster of 2 separate species, CH3N3O in total in a non-equilibrium geometry, from the Open Molecules 2025 dataset.

Last column: natural (NBO) charge in e.
CARTESIAN COORDINATES (ANGSTROEM)
N -1.2557 0.6747 0.0190  -0.80
N 1.4445 0.4581 -0.1601  -0.29
H 2.1686 -1.3611 0.4518  0.26
N 1.8875 -0.6691 -0.4467  -0.27
O -2.6856 -1.1522 -0.2981  -0.51
H -1.0597 1.6403 -0.1045  0.44
H 1.4713 0.6616 0.7606  0.29
C -1.9709 -0.2523 -0.2220  0.87

- E: -279.327397 Eh
- Charge: 0
- LUMO: 0.661 eV
- Structure (SMILES): [H]/N=N\[H].N=C=O

=====

[9]
The following is a quantum chemistry calculation of the molecule CH3N3O2 in a non-equilibrium geometry, from the Open Molecules 2025 dataset.

Last column: natural (NBO) charge in e.
CARTESIAN COORDINATES (ANGSTROEM)
H -1.7477 -1.5150 0.6719  0.44
N 0.6982 0.4427 -0.4072  0.27
O 1.5372 0.3412 -1.3354  -0.41
C -0.6967 -0.2437 -0.5530  0.75
N -0.9795 -0.7749 0.6047  -0.82
O -1.2702 -0.1588 -1.6094  -0.54
H 1.6987 1.5449 0.7212  0.36
N 0.8949 0.9801 0.7089  -0.49
H -0.1350 -0.6165 1.1985  0.44

- E: -354.563738 Eh
- Charge: 0
- LUMO (spin up / spin down): -0.052 / -0.052 eV
- Structure (SMILES): [H]/N=[N+](\[O-])C(N)=O

=====

[10]
The following is a quantum chemistry calculation of the molecule CH3N3O2 in a non-equilibrium geometry, from the Open Molecules 2025 dataset.

Last column: natural (NBO) charge in e.
CARTESIAN COORDINATES (ANGSTROEM)
H 1.1127 0.8901 -0.5695  0.44
C -0.6089 0.4788 -0.1357  0.74
O -1.7588 0.5372 0.1307  -0.53
N 0.1356 -0.7415 0.3198  0.20
O 1.5467 -0.4447 0.4477  -0.56
N -0.5434 -1.6806 0.7027  -0.26
N 0.1717 1.2508 -0.9008  -0.83
H -0.0425 2.3388 -0.9339  0.43
H -0.0131 -2.6289 0.9389  0.37

- E: -354.532052 Eh
- Charge: 0
- LUMO (spin up / spin down): -0.814 / -0.813 eV
- Structure (SMILES): [H]/N=[N+](\[O-])C(N)=O

=====

[11]
The following is a quantum chemistry calculation of a cluster of 2 separate species, CH3N3O2 in total in a non-equilibrium geometry, from the Open Molecules 2025 dataset.

Last column: natural (NBO) charge in e.
CARTESIAN COORDINATES (ANGSTROEM)
N -0.0573 0.3135 0.1421  -0.41
N 0.8093 0.9544 0.6860  -0.34
H 1.1209 1.8456 0.2536  0.38
C -1.4096 -2.7405 -0.7846  0.79
O -0.5386 -2.1357 1.3637  -0.50
H -0.4699 0.6717 -0.7404  0.39
N -1.2952 -2.1324 0.2365  -0.28
H -0.1417 -1.2416 1.3851  0.49
O -1.7818 -3.0920 -1.8270  -0.52

- E: -354.415685 Eh
- Charge: 0
- LUMO (spin up / spin down): 0.610 / -2.097 eV
- <S²>: 2.01
- Spin multiplicity: 3

=====

[12]
The following is a quantum chemistry calculation of a cluster of 2 separate species, CH3N3OS in total in a non-equilibrium geometry, from the Open Molecules 2025 dataset.

Last column: natural (NBO) charge in e.
CARTESIAN COORDINATES (ANGSTROEM)
C 0.7780 -0.2849 0.2146  0.51
S -0.7293 1.5952 1.0605  0.23
N -1.7685 -2.6042 -0.5877  0.02
H 1.4229 -0.7331 -0.6235  0.13
H -0.6929 2.7530 0.4831  0.09
N -0.7793 -2.3973 -1.0181  -0.02
O 0.5232 -0.8272 1.2756  -0.59
H 0.9059 1.5453 -0.6987  0.41
N 0.3399 0.9532 -0.1058  -0.77

- E: -677.610941 Eh
- Charge: 0
- LUMO: 0.482 eV
- Structure (SMILES): O=CNS.N#N

=====

[13]
The following is a quantum chemistry calculation of a cluster of 2 separate species, CH3N3OS in total in a non-equilibrium geometry, from the Open Molecules 2025 dataset.

Last column: natural (NBO) charge in e.
CARTESIAN COORDINATES (ANGSTROEM)
H -0.3242 -0.7210 1.0472  0.23
N 1.2790 1.8007 -0.4464  -0.54
N 2.4915 -0.1029 -0.0670  -0.14
H 0.4429 1.8854 -0.8999  0.41
S -1.9302 -0.7478 -0.5030  1.22
N 1.8366 0.7931 -0.2249  0.27
H -1.4290 -2.0597 1.3770  0.23
C -1.0885 -1.2988 0.7181  -0.73
O -1.2781 0.4510 -1.0012  -0.95

- E: -677.469570 Eh
- Charge: 0
- LUMO: -0.458 eV

=====

[14]
The following is a quantum chemistry calculation of a cluster of 2 separate species, CH3N3S in total in a non-equilibrium geometry, from the Open Molecules 2025 dataset.

Last column: natural (NBO) charge in e.
CARTESIAN COORDINATES (ANGSTROEM)
N 1.2720 -0.1565 0.0699  -0.32
H -1.8661 -2.3398 0.0714  0.25
N -1.9911 -0.1332 0.1416  -0.36
H 1.2786 1.9619 -0.4217  0.37
C -2.0318 -1.2700 0.1952  0.12
S 2.8406 -0.3489 0.1439  0.12
H -0.2383 1.2165 -0.0007  0.41
N 0.7361 1.0699 -0.1996  -0.57

- E: -602.263949 Eh
- Charge: 0
- LUMO: -0.222 eV
- Structure (SMILES): NN=S.C#N

=====

[15]
The following is a quantum chemistry calculation of the ion CH3N4 with charge +1 in a non-equilibrium geometry, from the Open Molecules 2025 dataset.

Last column: natural (NBO) charge in e.
CARTESIAN COORDINATES (ANGSTROEM)
N 1.9032 1.1991 0.0235  -0.22
H -0.5834 1.6686 -0.4570  0.46
N 1.6602 -0.8737 0.0045  -0.23
C 0.8481 0.4620 -0.0088  0.54
H -1.0161 0.2130 0.5153  0.45
H 1.4757 -1.7856 -0.3472  0.44
N 2.7641 -0.2883 -0.0136  0.29
N -0.4083 0.8098 0.0007  -0.74

- E: -258.465822 Eh
- Charge: +1
- LUMO: -7.490 eV
- Structure (SMILES): [NH2+]=C1N=NN1

=====

[16]
The following is a quantum chemistry calculation of a structure of composition CH3N4Si in a non-equilibrium geometry, from the Open Molecules 2025 dataset.

Last column: natural (NBO) charge in e.
CARTESIAN COORDINATES (ANGSTROEM)
N 1.1522 0.0431 -0.3149  -0.63
H -0.8308 0.4008 -1.8670  -0.37
C -1.3700 1.4287 0.3610  -0.08
Si -0.5933 -0.1760 -0.1851  1.02
N -1.7211 2.4796 0.6056  -0.41
N 1.9759 -0.6596 0.1850  0.27
H -1.0399 -1.4247 -0.7697  -0.21
H -0.4940 -0.8828 1.4460  -0.36
N 2.9209 -1.2092 0.5392  -0.22

- E: -548.369562 Eh
- Charge: -1
- LUMO: 4.402 eV

=====

[17]
The following is a quantum chemistry calculation of a cluster of 2 separate species, CH3N4Si in total in a non-equilibrium geometry, from the Open Molecules 2025 dataset.

Last column: natural (NBO) charge in e.
CARTESIAN COORDINATES (ANGSTROEM)
N -2.0465 -0.4553 0.5354  -0.45
N -1.2947 1.3233 -0.5805  -0.46
C -1.0099 0.3483 0.2891  0.28
H 3.6384 -0.5405 0.9171  -0.20
H 1.9579 0.4417 -0.6743  -0.14
H 1.8608 -1.7995 0.2677  -0.18
Si 2.3874 -0.4772 0.3323  0.50
N -2.5383 1.1226 -0.8392  -0.18
N -2.9550 0.0367 -0.2475  -0.18

- E: -548.248578 Eh
- Charge: -1
- LUMO (spin up / spin down): 2.375 / 3.539 eV

=====

[18]
The following is a quantum chemistry calculation of the molecule CH3N5 in a non-equilibrium geometry, from the Open Molecules 2025 dataset.

Last column: natural (NBO) charge in e.
CARTESIAN COORDINATES (ANGSTROEM)
H -0.6780 -2.1045 1.0207  0.38
H 2.1665 -0.2175 -0.3468  0.25
H -0.7630 -2.3402 -0.6338  0.37
N -1.0626 0.3217 0.1459  -0.10
N -0.1039 -0.5639 -0.0525  -0.05
N -0.1733 -1.9407 0.1012  -0.62
N -0.4674 1.4762 0.1241  -0.06
N 0.7957 1.3384 -0.1354  -0.30
C 1.0591 0.0401 -0.2205  0.12

- E: -313.598394 Eh
- Charge: 0
- LUMO: 0.768 eV
- Structure (SMILES): Nn1cnnn1

=====

[19]
The following is a quantum chemistry calculation of the molecule CH3N5O2 in a non-equilibrium geometry, from the Open Molecules 2025 dataset.

Last column: natural (NBO) charge in e.
CARTESIAN COORDINATES (ANGSTROEM)
O -1.7880 -1.5416 -0.1940  -0.51
N -0.7886 1.7039 -0.2852  0.14
O 0.4587 1.2244 0.2537  -0.38
H 3.1075 0.8696 0.0595  0.37
N 1.3746 -0.9271 -0.2703  -0.26
C 0.4104 -0.2044 0.1346  0.55
N -1.0473 -0.4433 0.3952  -0.07
H 3.3519 -0.6894 -0.4413  0.35
H -1.7618 -2.3030 0.6287  0.49
N -1.6940 0.8164 -0.1110  0.00
N 2.6516 -0.3090 0.0524  -0.67

- E: -463.877570 Eh
- Charge: 0
- LUMO: 0.047 eV
- Structure (SMILES): N/N=c1\onnn1O

=====

[20]
The following is a quantum chemistry calculation of a structure of composition CH3N5S2 in a non-equilibrium geometry, from the Open Molecules 2025 dataset.

Last column: natural (NBO) charge in e.
CARTESIAN COORDINATES (ANGSTROEM)
N 0.4756 -1.0987 -0.4639  -0.50
N 0.2023 1.3681 0.1323  -0.63
H 0.7894 -1.0450 2.0940  0.14
C 0.0374 0.2844 -0.5736  0.50
N -0.9426 0.1089 -1.6202  -0.41
H 0.9983 2.7758 1.8491  0.12
H -2.0693 0.7752 -1.3908  0.42
S 1.3488 1.5242 1.3600  0.19
N -1.4924 -1.1141 -1.5397  -0.02
S 1.4578 -1.6459 0.8653  0.20
N -0.8054 -1.9331 -0.7125  -0.02

- E: -1109.857327 Eh
- Charge: 0
- LUMO: -0.206 eV